# 1
H35O18 | ωB97M-V/def2-TZVPD

The calculation puts the LUMO energy at 2.3 eV. The HOMO energy is -7.305 eV. The calculated total energy comes out at -37425.2360 eV. As for the charge: -1. As for the gap between HOMO and LUMO: 9.6336 eV. The molar mass comes out at 323.26 u.

Cartesian coordinates (Å):
O 0.4825 0.0149 -2.3217
H 4.6026 1.6329 0.5077
H 4.5882 -1.4605 -2.4620
O -2.2580 4.7644 -0.9070
H 2.3411 2.5977 -2.0197
O -3.6043 -4.0822 -0.7415
H 2.5371 0.5272 -1.1693
H -3.0113 -4.7634 -1.0770
O -2.2742 -2.5202 3.3430
H -0.9579 2.3927 2.1483
H -1.8718 -3.2058 2.8014
O -4.1290 2.1973 1.8262
H -4.8120 2.4517 1.2438
H 0.1456 0.1023 -1.3895
O 0.6616 -3.0214 1.4228
H 3.1824 2.0452 1.1515
H 1.5796 -3.1012 1.1655
O 4.1325 2.0788 1.1923
H 3.1280 -1.3665 1.4109
H -2.9705 -3.3527 -0.6912
O -0.4960 -0.5517 3.3867
H -0.0733 -2.0100 -2.2189
H 3.0175 -0.3697 2.4456
O -0.0550 -0.0723 0.3228
H 0.5383 -0.4243 0.9962
H -0.5405 0.4159 3.4389
O -2.7143 -1.7764 -3.9409
H -2.8366 -2.4542 -3.2605
H -1.6598 4.0708 -0.5948
O 3.5328 -1.1422 2.2564
H -1.5010 1.3978 -0.2852
H -0.8178 -0.6035 2.4820
O 2.6221 -0.0875 -0.4351
H 1.6975 -0.3300 -0.2249
H -1.9815 -2.6780 4.2331
O -2.3445 1.0566 -0.0436
H -3.0878 4.4632 -0.5249
H 0.2187 -2.6688 0.6408
O 4.7477 -0.5313 -2.2580
H -3.3153 1.8166 1.4941
H 0.2226 0.8717 -2.6576
O -1.3683 1.9276 2.8806
H -3.2259 -2.1647 -4.6609
H -2.2880 1.8086 2.7669
O 0.3522 2.4085 -0.2991
H 4.7433 -0.5951 -1.2931
H 1.0137 2.6495 0.3603
O 3.1606 2.6362 -2.5279
H -1.9840 0.2131 0.3036
H 3.8656 2.3427 -1.9456
O -0.4008 -2.7378 -2.7672
H -0.8835 -2.2135 -3.4206
H 0.3493 1.4010 -0.0839

Löwdin population analysis, charges in e, atoms 1 to 6: -0.073 0.011 0.039 -0.061 0.009 -0.061

=====

# 2
H36O18 | ωB97M-V/def2-TZVPD

The calculation puts the LUMO energy at -0.8 eV. The HOMO energy is -10.854 eV. The calculated total energy comes out at -37436.6894 eV. As for the gap between HOMO and LUMO: 10.0612 eV. The molar mass comes out at 324.27 u.

Cartesian coordinates (Å):
O -4.7948 -0.7797 1.8008
H -4.2344 -0.7673 1.0225
H -4.2247 -1.4366 2.2209
O 1.5521 3.7208 -3.7428
H 1.9084 3.0243 -4.2973
H 2.1044 3.8480 -2.9921
O 0.6172 -5.6527 0.9736
H 0.5932 -5.3579 0.0534
H -0.2895 -5.5877 1.2420
O 2.2074 4.7967 -0.8258
H 1.3030 5.0292 -1.0290
H 2.4170 3.9247 -1.1375
O 1.2380 -0.7810 -1.0645
H 1.4064 -1.7288 -0.8202
H 0.7335 -0.7750 -1.8698
O -0.9609 5.7237 1.0030
H -0.2368 5.5822 1.5876
H -1.8542 5.6102 1.2608
O 3.1987 1.5055 -2.8459
H 4.0163 1.2127 -2.3640
H 2.3424 1.0625 -2.5922
O 4.4767 0.2515 -0.9940
H 5.1731 0.5408 -1.5725
H 4.6556 0.2901 -0.0253
O -1.0943 -0.6643 4.7554
H -1.1706 -1.4940 4.2565
H -1.4257 -0.9781 5.6238
O -2.1013 -2.9892 -2.2782
H -1.8621 -3.9004 -2.4150
H -1.8040 -2.4879 -3.0107
O 2.2714 -3.2957 -0.4622
H 1.6040 -3.4807 -1.1304
H 2.9995 -3.0047 -1.0359
O -3.9979 3.8290 1.7138
H -4.3494 3.4981 0.8739
H -3.2463 3.2137 1.7014
O 2.6436 0.4883 1.3249
H 2.0144 0.4130 0.5466
H 2.2203 1.4056 1.4784
O -0.1875 2.1189 1.4697
H -1.0928 1.8972 1.7669
H 0.0231 1.7108 0.6465
O -2.6496 1.5033 1.0873
H -3.2031 1.1389 1.8071
H -2.0080 0.8676 1.4828
O -0.8952 -2.5845 -4.9442
H -1.2387 -1.6972 -4.6319
H -0.3758 -2.1851 -5.6444
O -0.3308 -2.6722 3.1258
H 0.5512 -2.3277 3.1923
H -0.3387 -3.6350 3.2596
O -1.7354 -2.7679 1.0185
H -1.7673 -2.7200 0.0826
H -0.8011 -2.4559 1.3479

Löwdin population analysis, charges in e, atoms 1 to 6: -0.047 0.019 0.035 -0.050 0.021 -0.032

=====

# 3
H37O18 | ωB97M-V/def2-TZVPD

The calculation puts the LUMO energy at -2.8 eV. The HOMO energy is -12.565 eV. The calculated total energy comes out at -37447.3729 eV. As for the charge: +1. As for the gap between HOMO and LUMO: 9.7942 eV. The molar mass comes out at 325.28 u.

Cartesian coordinates (Å):
O -0.5340 0.7159 -0.7741
H -0.7305 1.7027 -1.0976
H -0.3829 0.1505 -1.9298
O 0.4219 -1.1802 0.9679
H 0.2270 0.4332 -0.2546
O -0.3716 -0.5508 -2.8957
H 0.5968 -0.4725 -3.1302
H -0.1448 -1.3177 -2.3194
O -3.2094 0.9471 -2.3846
H -3.8959 1.5912 -2.4887
H -2.5864 1.0108 -3.1564
O 0.1518 -1.5670 -5.4423
H 0.6853 -0.8807 -5.9013
H 1.0201 -2.0555 -5.2725
O 1.6765 1.2671 1.1681
H 2.3360 1.3640 1.8469
H 0.9634 0.8479 1.6636
O 1.4960 1.4969 -3.5656
H 1.5319 1.8510 -4.4544
H 1.6199 2.2434 -2.9753
O 1.1757 2.6672 -0.6955
H 1.8801 2.5020 -0.0086
H 1.1875 1.8636 -1.2034
O -5.0744 -0.6900 0.2923
H -4.8603 -0.9019 1.1885
H -5.8747 -1.2772 0.1966
O 2.3725 -0.7318 -2.1385
H 3.0107 -1.1085 -2.7257
H 2.6588 -0.2880 -1.3536
O -1.2232 1.2894 5.2556
H -1.9947 1.6969 4.8951
H -1.3836 0.4698 5.7209
O -1.5860 2.7551 -1.6363
H -0.8440 3.3974 -1.6196
H -2.1746 3.1805 -0.9739
O -2.4423 -1.1651 0.4708
H -3.3955 -1.0994 0.0861
H -2.1145 -0.6114 -0.2999
O 3.5424 0.0310 4.1083
H 4.3938 0.3861 4.3227
H 3.7513 -0.4726 3.3106
O 2.3574 -2.2862 4.6141
H 1.7014 -2.1312 3.9611
H 3.1504 -1.8159 4.3882
O 0.2705 0.0338 3.7117
H -0.3601 0.1014 4.4677
H 1.1071 0.4569 3.7978
O -3.6965 -1.8048 -2.8013
H -4.4724 -2.3355 -3.0733
H -4.0830 -1.3698 -1.9777
O 4.0829 -1.3808 2.0184
H 4.4111 -2.2798 2.1462
H 3.4969 -1.5512 1.2949
H -0.4097 -1.0339 1.4331
H 0.5678 -2.0934 1.2226

Löwdin population analysis, charges in e, atoms 1 to 6: -0.039 0.052 0.082 -0.054 0.038 0.084

=====

# 4
H37O18 | ωB97M-V/def2-TZVPD

The calculation puts the LUMO energy at -2.7 eV. The HOMO energy is -13.125 eV. The calculated total energy comes out at -37449.4182 eV. As for the charge: +1. As for the gap between HOMO and LUMO: 10.3813 eV. The molar mass comes out at 325.28 u.

Cartesian coordinates (Å):
O 3.0328 1.1640 -1.7443
H 0.6370 1.8535 -3.7381
H 2.1809 0.7690 -2.0808
O -4.6711 -3.1652 -1.0856
H -1.6185 2.8392 4.9654
O -2.1405 -2.7500 -2.7730
H -2.2005 -2.9927 -3.7083
H 2.9047 -3.5216 -0.2798
O 2.6980 3.0209 2.1778
H -4.6551 -3.3877 -0.1114
H 2.3105 2.9622 3.0532
O 3.7138 1.0177 0.7041
H 3.2973 1.6959 1.2919
H 3.2744 0.8772 -0.7371
O -1.0867 2.4744 4.2647
H -1.3620 2.3457 3.3597
H 2.4755 -3.9565 -1.7746
O 2.6079 0.4271 4.4090
H -4.6151 -0.4068 1.3763
H 1.8268 -1.6177 1.7494
O -0.1250 -2.9097 -0.7835
H 0.7591 -3.1750 -0.3630
H -0.2536 -3.6547 -1.3772
O -0.4590 -0.3961 -1.8468
H -0.0943 -1.2721 -1.9806
H -3.8117 -0.0847 -3.6898
O 2.3311 -3.3423 -1.0437
H 3.2242 0.3450 5.1483
H 2.3898 3.8185 1.7495
O 0.7756 1.8408 0.0880
H -0.1811 1.8836 0.3438
H 0.8241 2.8039 0.0011
O 2.9213 4.0900 -1.7541
H 3.6936 4.3270 -1.2293
H 3.0206 4.5315 -2.6046
O 1.1035 1.0119 -3.7926
H -0.8830 -0.4982 -0.9950
H 0.3672 0.5598 -4.2385
O -2.6800 2.1375 2.1208
H -2.2735 1.2796 1.9533
H -3.5141 2.1773 1.6378
O 0.1263 -2.7938 1.8605
H -0.0653 -2.8473 0.9097
H -0.7629 -2.7174 2.2331
O -4.6167 -0.3001 -4.1694
H 2.9108 2.1531 -1.8575
H 3.4869 0.2720 1.3392
O 2.6006 -1.0907 1.9582
H -3.0428 -2.8088 -2.4283
H 2.6595 -1.0083 2.9167
O -5.2715 -0.7494 0.7649
H -5.5222 -2.6975 -1.0230
H -4.7389 -1.2629 0.1356
H 1.6748 0.3004 4.5916
H -5.1833 0.4286 -3.8937

Löwdin population analysis, charges in e, atoms 1 to 6: 0.160 0.054 0.115 -0.063 0.038 -0.055

=====

# 5
H37O19 | ωB97M-V/def2-TZVPD

The calculation puts the LUMO energy at 1.8 eV. The HOMO energy is -7.432 eV. The calculated total energy comes out at -39502.4823 eV. As for the charge: -1. As for the gap between HOMO and LUMO: 9.2683 eV. The molar mass comes out at 341.28 u.

Cartesian coordinates (Å):
O -0.0622 -3.3562 -2.2973
H 0.1138 -3.0950 -1.3616
H -0.6745 -2.6722 -2.5233
O 2.6420 1.3485 -3.1663
H 2.0736 1.0890 -3.8519
H 2.3648 1.8909 -2.4687
O -3.6428 -2.9499 2.3311
H -1.8036 -0.9017 4.1169
H -2.8890 -3.0764 1.7307
O 2.4634 3.4020 -0.4161
H 1.9011 3.2819 0.3412
H 2.0269 3.8936 -1.1306
O -2.4083 2.0996 0.6636
H -2.1184 2.9660 0.2354
H -2.2389 2.2600 1.6074
O 0.2428 0.0309 1.5875
H 0.1155 -0.2038 0.6672
H 0.8798 -0.6951 1.8154
O 0.2181 2.5237 0.9854
H 0.2139 2.0918 0.0298
H -0.3037 1.8623 1.3587
O -2.0922 -1.2651 3.2578
H -0.9108 0.3129 -1.3045
O -2.7233 -1.7221 -1.4400
H -1.7196 -1.3619 -1.2261
H -2.4948 -1.7528 -2.3516
O -2.0341 2.4457 -3.9393
H -1.5912 3.0884 -3.3811
H -1.8392 1.6722 -3.3986
O -4.9041 0.1700 -0.6513
H -4.2875 -0.1246 -0.0448
H -4.5863 0.6416 -1.3922
O -0.8029 -3.0845 0.0627
H -3.5729 -2.0259 2.6271
H -1.6069 -3.5499 -0.4012
O 1.8289 2.8422 3.2164
H 1.9096 2.3297 3.9616
H -1.4786 -1.9604 3.0867
O -0.3827 -0.5520 -1.0448
H 1.3519 2.5341 2.4953
H -1.0542 -2.1289 -0.1218
O 3.1073 -1.7346 0.3855
H 2.2693 -1.6890 0.0694
H 3.5144 -0.8401 0.4898
O 0.6885 -1.9733 4.0211
H 0.4178 -2.9074 3.9972
H 0.7572 -1.5966 3.0752
O 4.4067 0.7148 -1.6035
H 3.6031 1.2705 -1.7180
H 4.1882 -0.1493 -1.8854
O 3.4024 0.7374 1.5671
H 3.9812 0.9076 0.8738
H 2.9968 1.4269 2.0348
O 0.2234 -0.4557 -3.3914
H 0.2587 -1.2787 -3.8390
H 0.0614 -0.7308 -2.3417

Löwdin population analysis, charges in e, atoms 1 to 6: -0.077 0.005 -0.031 -0.016 0.021 -0.010

=====

# 6
H37O19 | ωB97M-V/def2-TZVPD

The calculation puts the LUMO energy at 2.4 eV. The HOMO energy is -7.718 eV. The calculated total energy comes out at -39507.7252 eV. As for the charge: -1. As for the gap between HOMO and LUMO: 10.0950 eV. The molar mass comes out at 341.28 u.

Cartesian coordinates (Å):
O -2.6894 2.8164 -1.0633
H -3.5599 2.8491 -1.4753
H -2.4407 1.8716 -1.1211
O -2.9824 0.6316 -2.8304
H -3.2041 0.8156 -3.7601
H -2.0842 0.8093 -2.5075
O -0.2870 1.1694 3.3927
H -1.1434 0.7500 3.4809
H 0.4536 0.5313 3.5325
O 0.6232 -1.5208 -2.2998
H 0.3277 -0.5787 -2.2671
H 0.8827 -1.6545 -1.3431
O -1.9515 -1.3919 2.1365
H -1.7858 -2.3490 2.0436
H -1.2956 -0.9991 1.5306
O -0.5163 1.2160 -1.8769
H -0.2777 1.1742 -0.9408
H 0.0730 1.9475 -2.1853
O 4.0235 -0.6855 2.7311
H 3.5451 -0.4815 1.8724
H 4.0638 0.2510 2.9915
O -0.5144 0.2969 0.5917
H 0.1377 0.6571 1.2185
O 2.2146 2.7138 0.2487
H 2.2527 1.7304 0.3444
H 1.3925 2.8854 0.7964
O 4.2073 -0.1701 -1.8924
H 4.4481 -1.0963 -1.8832
H 3.2621 -0.2774 -1.9756
O 1.7408 -0.5190 3.9426
H 1.4950 -1.4180 4.0606
H 2.5674 -0.7087 3.3733
O -0.2669 3.2587 1.2702
H -0.2861 2.8278 2.1339
H -1.1173 3.0043 0.9097
O 1.0876 -1.7268 0.2687
H 1.4764 -2.5999 0.4055
H -0.0427 -0.4426 0.1388
O 2.7575 0.0111 0.4585
H 1.8787 -0.6432 0.3513
H 3.5231 -0.3326 -0.0679
O -4.1567 -1.6444 -1.3807
H -3.2452 -1.5734 -1.0291
H -4.3685 -0.7219 -1.6316
O -3.4026 0.8358 1.5506
H -4.0995 0.2426 1.8511
H -2.6871 0.2094 1.3352
O -0.9906 -3.5716 -3.0857
H -0.1926 -3.0359 -2.9277
H -1.6341 -2.8857 -2.8409
O -1.2150 -3.6138 -0.0289
H -1.1784 -3.7809 -0.9755
H -0.3505 -3.2264 0.2153
O 1.5666 2.8574 -2.1653
H 2.3129 2.3095 -2.4322
H 1.6528 2.9764 -1.1891

Löwdin population analysis, charges in e, atoms 1 to 6: -0.073 0.034 -0.002 -0.077 0.062 -0.011